1.
{
  "formula": "C30H35N7OS5SiZr",
  "method": "ωB97M-V with the def2-TZVPD basis set",
  "species": ["Zr", "C", "C", "C", "C", "N", "C", "N", "C", "N", "C", "N", "C", "C", "C", "C", "C", "N", "C", "C", "C", "C", "C", "C", "H", "H", "H", "H", "H", "H", "H", "H", "H", "H", "H", "H", "O", "C", "S", "C", "C", "S", "S", "S", "C", "Si", "C", "C", "C", "H", "H", "H", "H", "H", "H", "H", "H", "H", "H", "H", "C", "C", "N", "C", "S", "N", "C", "C", "H", "H", "H", "H", "H", "H", "H", "H", "H", "H", "H", "H"],
  "coordinates": [[0.19794, 0.53319, -0.30676], [-4.13546, 1.00524, 0.66128], [-4.82641, -0.10477, 0.17020], [-4.15132, -1.01463, -0.59888], [-2.78175, -0.82251, -0.86404], [-2.11482, 0.21034, -0.34278], [-2.79413, 1.11267, 0.40094], [-2.21737, -1.69270, -1.76435], [-0.95901, -1.91607, -1.88455], [0.11561, -1.46779, -1.12914], [1.27030, -2.13121, -1.59183], [2.44573, -2.19723, -1.09950], [2.81369, -1.70262, 0.14686], [4.00638, -2.23981, 0.65036], [4.44480, -1.86343, 1.89855], [3.67714, -0.95591, 2.61971], [2.52573, -0.46192, 2.04558], [2.09120, -0.80742, 0.82626], [0.90895, -2.89048, -2.80319], [1.68768, -3.64068, -3.66904], [1.03205, -4.27460, -4.71406], [-0.35355, -4.17457, -4.87082], [-1.12476, -3.43478, -3.98604], [-0.45506, -2.79453, -2.95772], [-4.62768, 1.77368, 1.24007], [-5.88134, -0.23333, 0.37240], [-4.63170, -1.87100, -1.04744], [-2.21408, 1.95631, 0.75604], [4.54314, -2.94195, 0.03093], [5.36443, -2.26674, 2.30164], [3.96959, -0.61210, 3.60203], [1.92422, 0.27057, 2.56353], [2.75724, -3.71758, -3.53202], [1.59861, -4.86106, -5.42585], [-0.82431, -4.68534, -5.70078], [-2.19733, -3.34653, -4.08947], [2.81990, 6.69522, -0.70797], [2.53282, 5.54799, -0.51046], [3.06583, 4.19329, -1.52195], [2.29408, 2.90263, -0.61607], [1.56974, 3.28477, 0.45789], [0.62086, 2.24996, 1.53929], [1.48970, 4.99547, 0.81820], [2.48924, 1.29395, -1.30125], [-3.22935, 1.62050, -3.22237], [-1.36858, 1.91666, -3.35158], [-1.13022, 3.48286, -4.37006], [-0.61447, 0.47173, -4.31943], [-0.53548, 2.17365, -1.69959], [-3.65712, 1.62042, -4.22909], [-3.71696, 2.42450, -2.66413], [-3.50573, 0.67466, -2.75978], [-1.61653, 3.40334, -5.34583], [-0.06756, 3.66856, -4.54119], [-1.53800, 4.35779, -3.86033], [-0.30036, 0.79260, -5.31523], [-1.32266, -0.34929, -4.44679], [0.27581, 0.06197, -3.83362], [-1.17962, 2.82181, -1.08521], [0.33822, 2.77412, -1.95685], [1.15654, -1.14029, 6.76185], [-0.17612, -1.24775, 6.03957], [-0.03161, -1.29366, 4.58925], [-0.56613, -0.48504, 3.65573], [-0.78497, -1.13640, 2.10338], [-0.94600, 0.76770, 3.94824], [-0.38779, 1.67980, 4.94696], [-1.43050, 2.20195, 5.91804], [1.00465, -1.14983, 7.84147], [1.69335, -0.22949, 6.49680], [1.79734, -1.98549, 6.50792], [-0.85020, -0.43580, 6.29861], [-0.68234, -2.16709, 6.34652], [0.25348, -2.17741, 4.19841], [-1.37877, 1.22344, 3.15899], [0.05523, 2.51128, 4.39439], [0.43641, 1.18572, 5.45408], [-2.20513, 2.75588, 5.38700], [-0.96465, 2.88494, 6.62934], [-1.91982, 1.40362, 6.47685]],
  "atomic_forces_ev_per_a": [[0.4215, 0.4467, 0.6146], [0.0916, 0.1080, 0.1700], [0.0393, -0.0371, -0.0386], [0.0882, 0.0963, 0.0411], [-0.1262, -0.0989, -0.0250], [-0.1056, 0.1220, 0.0753], [-0.1094, -0.1321, -0.2719], [0.1312, -0.0763, -0.0109], [0.0242, 0.0066, -0.1611], [-0.0904, -0.1896, -0.1616], [-0.0313, 0.1077, 0.1164], [-0.1447, 0.0169, -0.0207], [0.0480, -0.1534, -0.0985], [-0.0864, 0.1056, 0.0921], [-0.0379, -0.0191, -0.0665], [-0.0363, 0.0348, 0.0224], [0.0226, -0.0082, -0.0047], [-0.0057, -0.0011, -0.1269], [0.1681, -0.1361, -0.1045], [-0.0776, 0.0519, 0.0426], [-0.0371, -0.0196, -0.0368], [0.0324, -0.0144, -0.0109], [0.0987, 0.0047, 0.0303], [-0.1625, -0.0450, -0.0532], [-0.0268, -0.0195, 0.0014], [-0.0106, 0.0158, 0.0033], [-0.0066, -0.0094, 0.0020], [-0.0215, -0.0030, 0.0508], [0.0054, -0.0067, -0.0073], [0.0055, 0.0169, 0.0221], [0.0165, -0.0182, 0.0044], [0.0266, 0.0047, 0.0171], [0.0086, 0.0138, 0.0120], [0.0085, 0.0038, 0.0060], [-0.0200, 0.0051, 0.0073], [-0.0127, -0.0015, 0.0006], [0.0333, 0.0330, 0.0344], [-0.0983, -0.1079, -0.0520], [0.0159, 0.0492, 0.0279], [0.0363, -0.0730, -0.0513], [-0.0792, -0.1945, 0.0715], [0.1626, -0.0128, -0.1658], [0.0505, 0.0795, -0.0329], [-0.1225, 0.1528, 0.2642], [0.0405, 0.1534, -0.0487], [-0.0147, -0.0625, 0.0012], [-0.0440, -0.0945, -0.0357], [0.0763, 0.0343, 0.0374], [-0.0822, -0.3363, -0.0549], [0.0011, 0.0077, -0.0064], [0.0083, 0.0060, 0.0091], [0.0503, -0.0465, 0.0006], [-0.0022, 0.0026, -0.0072], [0.0264, -0.0081, 0.0110], [-0.0201, 0.0061, 0.0338], [-0.0371, 0.0102, -0.0172], [-0.0509, -0.0006, 0.0157], [0.0161, 0.0502, 0.0383], [-0.0748, -0.0397, -0.0512], [-0.0375, 0.0740, 0.0145], [0.0310, -0.0112, 0.0292], [-0.1051, -0.0308, 0.0191], [0.0654, 0.1806, 0.0073], [-0.0388, -0.1648, 0.0867], [-0.0194, 0.1507, -0.2312], [0.0147, -0.0230, -0.0184], [0.0747, 0.0029, -0.0752], [-0.0127, 0.0699, 0.0598], [-0.0085, 0.0075, -0.0006], [-0.0229, 0.0245, -0.0126], [-0.0005, -0.0078, -0.0093], [0.0536, 0.0398, 0.0070], [0.0112, 0.0154, -0.0082], [0.0271, -0.0324, -0.0269], [0.0011, 0.0115, -0.0376], [0.0018, -0.0008, 0.0145], [-0.0224, -0.0539, 0.0541], [-0.0079, -0.0069, -0.0178], [-0.0121, -0.0006, 0.0018], [0.0279, -0.0252, -0.0109]],
  "homo_lumo_gap_ev": 6.36,
  "relative_energy_ev": 0.4816,
  "mol_weight_g_mol": 789.3,
  "homo_ev": -7.12,
  "charge": 0
}

2.
{
  "formula": "C7H28N14O7",
  "method": "ωB97M-V with the def2-TZVPD basis set",
  "species": ["N", "C", "N", "O", "H", "H", "H", "H", "N", "C", "N", "O", "H", "H", "H", "H", "N", "C", "N", "O", "H", "H", "H", "H", "N", "C", "N", "O", "H", "H", "H", "H", "N", "C", "N", "O", "H", "H", "H", "H", "N", "C", "N", "O", "H", "H", "H", "H", "N", "C", "N", "O", "H", "H", "H", "H"],
  "coordinates": [[-12.29745, -17.01891, -8.68777], [-12.53602, -16.22834, -7.61987], [-11.44514, -15.64329, -7.12596], [-13.61667, -16.04687, -7.03836], [-11.34681, -17.24033, -8.84376], [-12.90951, -17.79523, -8.61083], [-10.62186, -16.25475, -6.98191], [-11.69785, -15.03289, -6.34001], [-11.91948, -11.85099, -0.73481], [-11.44950, -12.87977, -1.55428], [-12.08626, -14.02533, -1.38565], [-10.37477, -12.59718, -2.13804], [-11.36977, -11.02984, -0.73133], [-12.51554, -11.93315, 0.06753], [-11.59308, -14.89083, -1.52419], [-13.01050, -14.07061, -0.95971], [-13.52398, -11.17864, -7.86648], [-13.46404, -11.71906, -9.11118], [-12.82386, -13.03095, -9.12988], [-13.91828, -11.22602, -10.09397], [-13.20562, -11.76650, -7.10344], [-14.30592, -10.59603, -7.74397], [-12.47397, -13.17865, -10.07753], [-12.18365, -13.31653, -8.43460], [-8.30192, -6.69197, -4.93237], [-9.05663, -7.72469, -5.46997], [-8.34340, -8.88750, -5.61911], [-10.28176, -7.67799, -5.61184], [-8.87777, -6.05595, -4.38711], [-7.37857, -6.87362, -4.54431], [-8.81764, -9.46274, -6.32544], [-7.36607, -8.91467, -5.71866], [-6.92324, -17.55759, -8.25242], [-7.94885, -16.82370, -7.83442], [-7.61144, -15.58228, -7.64234], [-9.06791, -17.30819, -7.61676], [-6.96482, -18.55860, -8.28077], [-6.11855, -17.09389, -8.70360], [-8.42896, -14.98243, -7.57125], [-6.77343, -15.20269, -8.05296], [-11.15839, -10.35862, -6.52884], [-11.20237, -11.53852, -5.84379], [-10.78059, -11.56327, -4.61530], [-11.65363, -12.55613, -6.35313], [-11.18053, -9.44208, -6.01174], [-11.74103, -10.20943, -7.33932], [-10.07832, -10.91682, -4.24756], [-10.90354, -12.50090, -4.25473], [-15.13283, -13.00624, -3.80384], [-14.82500, -14.23571, -3.21519], [-14.88525, -15.17838, -4.27985], [-14.75764, -14.51277, -2.00759], [-15.36562, -12.86528, -4.76925], [-15.07064, -12.24179, -3.21039], [-14.32218, -14.96392, -5.07929], [-14.62876, -16.09819, -3.90752]],
  "atomic_forces_ev_per_a": [[-1.3035, -0.1947, -0.2717], [-1.3792, 0.4127, 1.9644], [2.2160, 1.2819, 1.4863], [0.0442, -0.4643, -1.3479], [0.9700, -0.2585, -0.1543], [-0.5008, -0.8574, -0.6542], [-0.4535, 0.6653, -0.3984], [0.4668, -0.3561, -0.4948], [-0.9411, -0.1631, -0.4695], [2.7086, 3.1928, 2.1418], [-0.4159, -1.4772, -0.2344], [-1.7346, -1.7789, -0.0978], [0.5122, 0.5624, -0.2875], [-0.1923, -0.5657, -0.1302], [-0.1203, 0.0981, -0.3843], [0.3993, 0.0399, -0.4118], [0.3020, -0.3501, 0.0971], [1.7099, -3.3056, 1.1624], [-1.2523, 2.1152, -2.1494], [-0.6366, 0.7642, -1.4133], [-0.1476, -0.0092, -0.0743], [-0.8606, 0.8316, 0.3306], [-0.2401, -0.2064, 0.4781], [0.5988, 0.0974, 1.1087], [-0.6962, 0.3339, 0.0837], [-0.0973, 0.1349, 1.6825], [-2.0177, -1.0251, -1.4918], [1.4155, 0.3515, -0.1808], [0.3566, -0.0299, -0.3085], [-0.5625, -0.0881, -0.2513], [0.2777, -0.0978, 0.5516], [1.2096, 0.4311, -0.0090], [2.5382, -0.9495, -1.3292], [-1.5117, -2.8436, -0.0573], [-0.7982, 3.8423, 0.5042], [0.4128, 0.3756, 0.1337], [-0.2443, 0.0069, -0.1423], [-0.8299, -0.7904, 0.6552], [0.5154, 0.2647, 0.0319], [-0.1888, 0.0532, 0.1819], [0.4079, 2.6843, 0.6416], [-0.8264, 1.2076, -2.2687], [1.1734, 0.0540, 2.2066], [-0.6572, -1.3516, -0.6639], [0.5259, -1.4304, -0.2261], [-0.0121, -0.9583, -0.1728], [-0.6777, -0.5874, -0.0275], [0.6897, 0.4555, 0.7555], [0.7687, -1.3970, 1.3220], [-1.7771, -0.4350, -1.8991], [0.7180, -0.8836, 2.6515], [0.0712, 0.8818, -1.9806], [0.1097, -0.3990, 0.0404], [-0.0014, 1.6595, 0.9081], [0.1741, 0.1076, -0.6831], [-0.2155, 0.3479, -0.4540]],
  "homo_lumo_gap_ev": 9.37,
  "relative_energy_ev": 1.7100,
  "mol_weight_g_mol": 420.4,
  "homo_ev": -9.13,
  "charge": 0
}

3.
{
  "formula": "C3H9PS3",
  "method": "ωB97M-V with the def2-TZVPD basis set",
  "species": ["S", "P", "S", "S", "H", "H", "H", "C", "C", "C", "H", "H", "H", "H", "H", "H"],
  "coordinates": [[-2.58738, -0.09446, 1.66928], [-2.79522, -0.64845, -0.33830], [-3.51649, 1.18638, -1.24833], [-4.77482, -1.46058, -0.13753], [-1.83051, -1.06621, 2.15504], [-3.81086, 1.84432, -0.20835], [-4.42344, -2.45731, 0.64606], [1.63470, -0.31958, 0.64384], [1.09444, 0.81832, 0.38842], [1.65115, 1.99653, -0.24550], [1.19801, -1.08217, 1.13533], [2.59863, -0.56892, 0.26756], [0.10968, 0.98972, 0.77875], [1.04958, 2.43066, -1.05157], [1.90744, 2.86893, 0.48377], [2.63615, 1.78166, -0.88508]],
  "atomic_forces_ev_per_a": [[-0.1621, 1.2910, 0.6585], [-0.6751, -0.1666, -0.3239], [1.1627, -1.5755, -1.7625], [-0.3467, 0.4307, -0.7841], [0.4258, -0.4786, -0.3080], [-0.6689, 1.0938, 2.1367], [0.2780, -0.6010, 0.3972], [2.4458, -0.0229, -1.4402], [-1.7673, 1.6170, 0.6070], [3.5385, 2.1048, -1.9425], [-1.8034, -2.2493, 1.6922], [0.8876, 0.0157, -0.2435], [-0.6177, 0.0131, 0.2203], [-0.5150, -0.0716, 0.4628], [-0.5141, -1.6157, -1.1171], [-1.6681, 0.2152, 1.7470]],
  "homo_lumo_gap_ev": 9.47,
  "relative_energy_ev": 2.1112,
  "mol_weight_g_mol": 172.3,
  "homo_ev": -9.07,
  "charge": 0
}